Molecular formula: C33H79AlFN9O6P3S
Method: DFT, ωB97M-V/def2-TZVPD

Last column: Mulliken charge in e.
Atoms and positions in Å:
C 2.3000 -1.9147 0.2022  -0.5226
O 3.0053 -2.0151 -1.0222  -0.4446
C 4.3214 -1.4837 -0.9400  -0.7068
C 4.4563 -0.4497 -2.0850  0.2565
C 5.0365 0.9326 -1.6798  -0.8184
C 4.4824 1.5146 -0.3358  -0.2477
C 3.6660 2.8462 -0.5451  -0.8850
Al 1.9766 2.3479 -1.5563  -0.4951
F 1.7031 0.6360 -1.1966  -0.1710
C 0.3039 3.3635 -0.9357  -0.3625
C -0.8059 2.3254 -0.7129  0.9575
C -1.3910 2.1018 0.5345  -0.9161
C -2.3811 1.1124 0.6400  -0.4769
C -2.7471 0.3749 -0.4694  -0.7860
C -2.1684 0.5918 -1.7185  0.6840
C -2.5255 -0.2092 -2.9619  -1.5011
C -1.1974 1.5806 -1.8303  -0.0413
S 2.1916 2.6863 -3.8613  1.1415
C 2.3111 1.1176 -4.7912  -1.1150
O 1.0060 3.4109 -4.3612  -0.5948
O 3.3906 3.5076 -4.0834  -0.7151
H 1.2981 -1.5266 -0.0518  0.2456
H 2.7216 -1.1988 0.9190  0.1714
H 2.1108 -2.9126 0.6429  0.2046
H 5.0298 -2.3103 -1.1606  0.2748
H 4.6008 -1.1055 0.0508  0.4781
H 5.1313 -0.8793 -2.8499  0.4403
H 3.4844 -0.3689 -2.5851  -0.4054
H 6.1334 0.8551 -1.6327  0.4610
H 4.7455 1.6395 -2.4766  0.2796
H 5.3674 1.7727 0.2764  0.3424
H 3.8162 0.8433 0.2180  0.0044
H 4.2960 3.5896 -1.0575  0.3992
H 3.3706 3.2363 0.4446  0.4535
H 0.4798 3.9590 -0.0315  0.6101
H -0.0187 3.9481 -1.8115  -0.5093
H -1.0827 2.6773 1.4084  0.3995
H -2.8223 0.9222 1.6217  0.4182
H -3.4984 -0.4142 -0.3762  0.3411
H -1.7983 -1.0378 -3.0351  0.2572
H -3.5319 -0.6458 -2.8956  0.3817
H -2.4076 0.3843 -3.8781  0.3510
H -0.7126 1.7492 -2.7974  0.1109
H 1.9439 0.2704 -4.1993  0.2636
H 3.3708 0.9891 -5.0486  0.3629
H 1.6972 1.2356 -5.6953  0.3658
O -2.7907 6.4480 -2.3162  -0.8695
P -2.1971 6.8427 -3.6498  0.8312
N -0.9849 7.8966 -3.0418  0.0775
C -0.5236 9.1368 -3.6158  -0.8686
C 0.1392 7.1795 -2.4376  -1.1537
N -3.6409 7.6885 -4.2049  0.2784
C -3.8451 9.0921 -3.8808  -1.1216
C -4.8754 6.9672 -3.8927  -1.1134
N -1.5241 6.8769 -5.2996  0.0381
C -1.9876 7.7524 -6.3549  -0.9014
C -1.4414 5.4984 -5.8325  -0.9226
H 0.1241 8.9877 -4.4940  0.2992
H 0.0570 9.6916 -2.8736  0.3677
H -1.3385 9.8029 -3.8897  0.1999
H 0.8053 6.7578 -3.2032  0.4186
H -0.2182 6.3583 -1.8135  0.2587
H 0.7216 7.8366 -1.7886  0.3865
H -3.6632 9.3075 -2.8197  0.3071
H -4.8679 9.3932 -4.1212  0.3864
H -3.2188 9.7404 -4.4954  0.2663
H -5.1947 7.1168 -2.8550  0.3248
H -4.7513 5.8951 -4.0553  0.3609
H -5.6822 7.3005 -4.5531  0.3446
H -3.0252 7.5660 -6.6508  0.2806
H -1.3583 7.5988 -7.2367  0.3939
H -1.8733 8.8038 -6.0946  0.2716
H -2.4386 5.0949 -6.0563  0.3329
H -0.9642 4.8395 -5.0992  0.2009
H -0.8337 5.4588 -6.7376  0.3830
O -2.4571 -0.4743 4.4660  -0.7742
P -1.7828 -1.0134 5.7139  0.8640
N -1.8786 0.4446 6.6261  0.1694
C -0.8977 0.9834 7.5379  -0.8679
C -3.2190 0.7118 7.1302  -1.1627
N -0.2395 -1.2398 4.9379  0.2099
C 0.7093 -0.1360 4.8536  -1.1200
C -0.3753 -1.8567 3.6139  -1.3413
N -1.2465 -1.9591 7.1343  -0.0204
C 0.1394 -2.2495 7.4449  -0.8863
C -2.0186 -3.2163 7.2173  -1.0766
H -0.8684 0.4485 8.5005  0.3009
H -1.1315 2.0294 7.7534  0.3838
H 0.1029 1.0012 7.1155  0.1764
H -3.4541 0.0822 8.0035  0.3239
H -3.9665 0.5134 6.3591  0.3070
H -3.3324 1.7596 7.4143  0.3636
H 0.2406 0.7939 4.5106  0.3647
H 1.5192 -0.3848 4.1653  0.3209
H 1.2068 0.0377 5.8091  0.2553
H -0.6664 -1.1380 2.8417  0.3610
H -1.1223 -2.6534 3.6383  0.3774
H 0.5691 -2.3184 3.3132  0.4808
H 0.6335 -2.8663 6.6888  0.2878
H 0.1789 -2.7923 8.3949  0.4038
H 0.7206 -1.3431 7.6027  0.2440
H -1.7358 -3.9167 6.4205  0.3442
H -3.0890 -3.0075 7.1184  0.3423
H -1.8753 -3.7066 8.1824  0.3624
O 1.6660 -6.2777 1.6974  -0.7594
P 1.3733 -7.4908 0.8400  0.8004
N 0.9442 -6.6492 -0.5906  0.2291
C -0.0818 -6.9909 -1.5474  -0.8648
C 2.0977 -6.0834 -1.2858  -1.2691
N -0.0172 -8.0073 1.7820  0.1602
C -1.3458 -7.4858 1.4855  -1.1240
C 0.2011 -7.8958 3.2257  -1.1157
N 1.4175 -9.0719 0.0057  0.0070
C 0.3158 -10.0127 -0.0227  -0.8921
C 2.6461 -9.8005 0.3846  -1.0877
H 0.2024 -7.8334 -2.1973  0.3017
H -0.2803 -6.1329 -2.1939  0.3875
H -1.0363 -7.2155 -1.0786  0.1761
H 2.6521 -6.8607 -1.8348  0.2900
H 2.7861 -5.6162 -0.5787  0.3693
H 1.8011 -5.3020 -1.9859  0.3861
H -1.3506 -6.3953 1.3681  0.3281
H -2.0434 -7.7478 2.2841  0.3832
H -1.7676 -7.9490 0.5928  0.2702
H 0.0595 -6.8725 3.5907  0.3145
H 1.2116 -8.2119 3.4925  0.3628
H -0.4915 -8.5516 3.7616  0.3492
H 0.0504 -10.4009 0.9653  0.2866
H 0.5990 -10.8642 -0.6492  0.4114
H -0.5705 -9.5887 -0.4905  0.2411
H 2.6035 -10.1503 1.4247  0.3568
H 3.5177 -9.1455 0.2846  0.3428
H 2.8144 -10.6597 -0.2675  0.3646

total charge: -1
LUMO: 0.94 eV
strongest force on any atom: 0.14688 hartree/bohr
highest occupied orbital energy: -4.7 eV